a) Computed, not measured: the molecule C2H6N2O2, with ωB97M-V/def2-TZVPD.

Computed properties:
**HOMO-LUMO gap**: 9.606 eV
**SMILES**: C/C(=N/O)NO
**Molar mass**: 90.1 g mol⁻¹
**Spin multiplicity**: 1

```
12
C2H6N2O2 | the OMol25 dataset | ωB97M-V/def2-TZVPD
H -0.20225 -1.72181 0.07723
H 1.03349 1.58848 1.01930
C -0.21925 0.27789 -0.09746
O -2.02442 -0.95658 0.00936
H 2.20184 -1.62985 -0.41588
H 1.35096 1.42244 -0.75629
N 0.39017 -1.02892 -0.30119
N -1.45077 0.27398 0.17126
C 0.52340 1.50833 -0.00993
H -0.25413 2.35411 -0.19794
H -2.97707 -0.92821 0.20017
O 1.62803 -1.15985 0.30138
```

=====

b) Computed, not measured: the molecule C2H6N2O2, with ωB97M-V/def2-TZVPD.

Computed properties:
**HOMO-LUMO gap**: 9.656 eV
**SMILES**: [H]/N=C(/CO)NO
**Molar mass**: 90.1 g mol⁻¹
**Spin multiplicity**: 1

```
12
C2H6N2O2 | the OMol25 dataset | ωB97M-V/def2-TZVPD
N 0.53071 -0.98040 -0.49530
O -0.32839 -1.48412 0.36600
H -0.14564 2.04381 0.44905
O -1.39664 0.60932 1.20921
H 0.64977 0.67620 1.28760
H 0.81669 0.36875 -2.51214
H 0.52464 -1.55539 -1.33920
H 0.23238 -1.76251 1.32315
C 0.14664 0.39054 -0.59894
C -0.13775 1.00895 0.68357
H -1.24744 -0.30874 1.32680
N 0.35503 0.99358 -1.69978
```

=====

Top of the stability list: a), leading by 2.2 kcal/mol.